{
  "formula": "C6H12NO5P",
  "method": "the ωB97M-V functional and the def2-TZVPD basis",
  "symbols": ["C", "C", "C", "C", "C", "C", "N", "O", "O", "O", "O", "O", "P", "H", "H", "H", "H", "H", "H", "H", "H", "H", "H", "H", "H"],
  "xyz": [[0.41851, -1.81957, 0.60425], [2.79942, 0.10067, -0.53557], [3.86570, 0.38696, 0.49512], [-2.09679, 2.28365, 0.40654], [-3.16897, -1.55189, -0.89336], [0.48137, 0.37104, -0.88619], [1.57354, 0.58577, -0.08097], [1.35897, -1.51782, 1.22892], [2.97106, -0.39044, -1.63041], [-0.84001, -0.16444, 1.56845], [-2.04768, 1.01453, -0.27408], [-1.79143, -1.46015, -0.55635], [-0.98303, -0.20280, 0.05013], [-0.17800, -2.71465, 0.53871], [3.47795, 0.50468, 1.60175], [4.60068, -0.26894, 0.59903], [4.22672, 1.34759, 0.29930], [-1.93584, 2.06039, 1.40767], [-3.13882, 2.76414, 0.02534], [-1.20686, 2.82524, -0.02890], [-3.64147, -1.88503, -0.04464], [-3.33695, -2.29353, -1.76593], [-3.44287, -0.61629, -1.07139], [0.51799, 0.04437, -1.96685], [1.51678, 0.59650, 0.90942]],
  "forces_ev_per_a": [[0.18, 0.40, 1.14], [0.48, 0.37, 0.57], [-3.92, 1.75, 2.48], [-0.53, 0.44, -4.07], [1.80, -3.33, -1.69], [-1.91, -0.54, -0.43], [0.73, -0.20, -2.92], [0.87, -1.60, 0.27], [-0.07, 0.21, 0.51], [-0.12, -0.19, -1.69], [-0.23, -1.55, -0.83], [1.72, 0.28, -0.33], [-1.54, 2.23, 1.56], [-0.12, -1.16, 0.07], [0.16, -0.34, -2.15], [3.21, -2.96, -0.29], [0.91, 1.52, -0.56], [-0.30, 0.30, 2.09], [2.63, -0.93, 1.48], [-1.11, 0.18, 0.72], [-1.42, -1.03, 1.87], [0.51, 1.40, 1.39], [-1.87, 3.81, -1.36], [0.63, 0.73, 1.51], [-0.71, 0.21, 0.67]],
  "molar_mass_g_mol": 209.138,
  "multiplicity": 3,
  "e_lumo_ev": [0.757, -1.614],
  "energy_ha": -1007.9919,
  "largest_force_ha_per_bohr": 0.0964,
  "s_squared": 2.01,
  "total_charge": 0
}